1.
{
  "formula": "C16H19N3O3S",
  "method": "ωB97M-V with the def2-TZVPD basis set",
  "molar_mass_g_mol": 333.413,
  "orbital_gap_ev": 8.74,
  "homo_ha": -0.297,
  "relative_energy_kcal_mol": 24.96,
  "elements": ["C", "C", "O", "C", "C", "C", "C", "N", "C", "O", "C", "C", "C", "O", "N", "C", "C", "C", "N", "C", "S", "C", "C", "H", "H", "H", "H", "H", "H", "H", "H", "H", "H", "H", "H", "H", "H", "H", "H", "H", "H", "H"],
  "positions_angstrom": [[-0.0953, -0.4607, -7.2710], [1.0618, 0.4750, -6.9329], [1.8523, -0.0007, -5.8618], [1.3965, 0.1018, -4.5842], [2.2044, -0.4929, -3.6113], [1.8582, -0.4380, -2.2807], [0.6929, 0.2138, -1.8798], [0.3979, 0.2412, -0.5075], [-0.6990, 0.7308, 0.1098], [-1.6344, 1.2821, -0.4232], [-0.6404, 0.5668, 1.6385], [-1.9874, 0.8304, 2.2745], [-1.9754, 0.7917, 3.7831], [-2.7509, 1.4492, 4.4394], [-1.0577, -0.0266, 4.4098], [-1.1267, -0.0459, 5.8747], [0.2297, -0.3808, 6.4743], [0.6886, -1.7159, 5.8953], [0.5874, -1.7299, 4.4640], [-0.1851, -0.9513, 3.8459], [-0.1256, -1.1369, 2.0900], [-0.1118, 0.8087, -2.8413], [0.2352, 0.7517, -4.1801], [-0.6377, -0.0768, -8.1306], [0.2887, -1.4497, -7.5078], [-0.7805, -0.5511, -6.4317], [1.7556, 0.5259, -7.7770], [0.6976, 1.4887, -6.7260], [3.1046, -0.9937, -3.9298], [2.4924, -0.9062, -1.5414], [1.0754, -0.2382, 0.0722], [0.1232, 1.2497, 2.0290], [-2.7067, 0.0848, 1.9197], [-2.3681, 1.8074, 1.9675], [-1.8719, -0.7889, 6.1810], [-1.4777, 0.9382, 6.1929], [0.9501, 0.3957, 6.2079], [0.1516, -0.4265, 7.5596], [0.0856, -2.5412, 6.2897], [1.7340, -1.9245, 6.1380], [-1.0148, 1.3143, -2.5441], [-0.4167, 1.2284, -4.8944]],
  "mulliken_charge": [-1.038, -0.432, -0.461, 0.599, -0.681, -0.582, 0.482, -0.075, 0.255, -0.671, 0.199, -0.846, 0.534, -0.621, 0.019, -0.717, -0.589, -0.610, -0.551, 0.689, -0.228, -0.868, -0.212, 0.352, 0.303, 0.343, 0.310, 0.336, 0.418, 0.334, 0.168, 0.343, 0.338, 0.361, 0.268, 0.407, 0.277, 0.350, 0.343, 0.312, 0.500, 0.343]
}


2.
{
  "formula": "C3H10O5",
  "method": "ωB97M-V with the def2-TZVPD basis set",
  "molar_mass_g_mol": 126.108,
  "orbital_gap_ev": 11.06,
  "homo_ha": -0.386,
  "relative_energy_kcal_mol": 0.00,
  "elements": ["O", "C", "O", "C", "C", "O", "H", "H", "H", "H", "H", "H", "O", "H", "H", "O", "H", "H"],
  "positions_angstrom": [[-2.0268, -1.6440, 1.8718], [-1.3018, -0.7073, 1.6994], [-1.3557, 0.3944, 2.5083], [-0.2905, -0.5133, 0.6077], [0.9130, 0.3071, 1.0160], [2.0012, 0.1844, 0.1112], [-1.7781, 0.1399, 3.3339], [-0.7853, -0.0750, -0.2651], [-0.0242, -1.4936, 0.2049], [1.2361, 0.0751, 2.0331], [0.6854, 1.3686, 1.1107], [2.3133, -0.7249, 0.1426], [-0.4868, -1.2812, -2.5528], [-0.6068, -0.3471, -2.7482], [-0.3707, -1.7850, -3.3588], [0.2319, 1.9801, -1.9570], [0.8419, 1.4799, -1.3969], [0.8037, 2.6418, -2.3609]],
  "mulliken_charge": [-0.554, 0.304, -0.434, 0.075, -0.721, -0.544, 0.331, 0.166, 0.319, 0.400, 0.318, 0.326, -0.601, 0.312, 0.287, -0.623, 0.343, 0.296]
}


3.
{
  "formula": "C2H3BO3",
  "method": "ωB97M-V with the def2-TZVPD basis set",
  "molar_mass_g_mol": 85.855,
  "orbital_gap_ev": 10.46,
  "homo_ha": -0.403,
  "relative_energy_kcal_mol": 96.76,
  "elements": ["B", "C", "C", "O", "O", "O", "H", "H", "H"],
  "positions_angstrom": [[-0.9638, -0.2581, 0.0368], [2.7520, -0.1634, 0.0875], [1.6470, -0.5946, 0.0093], [-0.6083, 1.0564, -0.1232], [-2.2582, -0.6857, 0.0325], [-0.0452, -1.2226, 0.2139], [3.7353, 0.2027, 0.0350], [-1.3280, 1.6812, -0.2062], [-2.9307, -0.0158, -0.0856]],
  "mulliken_charge": [0.632, 0.044, -0.354, -0.478, -0.500, -0.312, 0.420, 0.268, 0.280]
}


4.
{
  "formula": "C9H15N2S",
  "method": "ωB97M-V with the def2-TZVPD basis set",
  "molar_mass_g_mol": 183.300,
  "spin_multiplicity": 3,
  "charge": 1,
  "orbital_gap_ev": [5.63, 5.87],
  "homo_ha": [-0.363, -0.430],
  "relative_energy_kcal_mol": 56.39,
  "elements": ["C", "C", "C", "C", "C", "C", "C", "C", "C", "N", "N", "S", "H", "H", "H", "H", "H", "H", "H", "H", "H", "H", "H", "H", "H", "H", "H"],
  "positions_angstrom": [[-0.2729, -0.3093, 0.8300], [-1.0005, -2.3013, -0.3678], [-1.8557, 1.1775, 0.1085], [-2.2822, -2.1005, -0.7460], [0.6112, 1.4655, -0.3228], [1.6674, 0.5005, 0.0837], [-2.2746, 2.3681, -0.6741], [3.0452, 0.8630, -0.1294], [1.7372, -1.6756, 1.4936], [-0.5577, 0.8081, 0.2149], [1.1314, -0.4793, 0.7557], [-3.0678, 0.0610, 0.4779], [-0.7202, -2.5563, 0.6894], [-2.5673, -1.9156, -1.8116], [-3.1402, -2.4526, -0.2210], [0.7382, 2.3959, 0.2305], [0.4948, 1.6341, -1.4894], [-2.0902, 2.1627, -1.7651], [-3.4201, 2.6249, -0.5334], [-1.8683, 3.2722, -0.0771], [3.2729, 1.9525, -0.2654], [3.4507, 0.3176, -0.9563], [3.5376, 0.3682, 0.6788], [1.0586, -2.0747, 2.1840], [1.7142, -2.5112, 0.7318], [2.7854, -1.3627, 1.8487], [-0.1274, -2.2329, -0.9684]],
  "lowdin_spin": [0.283, 0.116, 0.219, 0.051, 0.024, 0.242, 0.054, 0.045, -0.003, 0.005, 0.017, 0.865, 0.006, 0.000, 0.006, 0.006, 0.008, 0.008, 0.010, 0.008, 0.004, 0.017, 0.006, -0.001, -0.002, -0.001, 0.006]
}


5.
{
  "formula": "C3H10CsO2",
  "method": "ωB97M-V with the def2-TZVPD basis set",
  "molar_mass_g_mol": 211.016,
  "charge": 1,
  "orbital_gap_ev": 10.90,
  "homo_ha": -0.521,
  "relative_energy_kcal_mol": 1.89,
  "elements": ["Cs", "C", "C", "O", "H", "H", "H", "H", "H", "H", "C", "O", "H", "H", "H", "H"],
  "positions_angstrom": [[-1.0094, 1.3411, 2.0212], [1.8997, 0.3207, 0.1017], [1.7749, 1.6916, -0.5132], [0.3711, 1.9970, -0.6245], [2.9280, 0.1217, 0.3951], [1.5736, -0.4367, -0.6074], [1.2746, 0.2848, 0.9942], [2.2449, 1.7184, -1.4972], [2.2813, 2.4461, 0.0993], [0.2446, 2.6427, -1.3250], [-2.4167, -2.0935, -0.1756], [-1.8165, -1.2949, 0.8633], [-2.6074, -3.1119, 0.1570], [-3.3588, -1.6375, -0.4692], [-1.7531, -2.1315, -1.0388], [-1.6308, -1.8580, 1.6192]],
  "mulliken_charge": [1.033, -0.711, -0.256, -0.495, 0.344, 0.247, -0.027, 0.311, 0.269, 0.275, -0.597, -0.459, 0.298, 0.237, 0.221, 0.310]
}


6.
{
  "formula": "C28H21F3O3S",
  "method": "ωB97M-V with the def2-TZVPD basis set",
  "molar_mass_g_mol": 494.534,
  "orbital_gap_ev": 4.75,
  "homo_ha": -0.280,
  "relative_energy_kcal_mol": 0.00,
  "elements": ["C", "C", "C", "C", "S", "C", "C", "O", "C", "C", "C", "C", "C", "C", "O", "O", "C", "C", "H", "H", "H", "H", "H", "H", "H", "H", "H", "H", "H", "F", "C", "F", "F", "C", "C", "C", "C", "C", "C", "C", "C", "C", "C", "C", "C", "C", "H", "H", "H", "H", "H", "H", "H", "H", "H", "H"],
  "positions_angstrom": [[-4.1002, -5.1458, 1.3556], [-2.7028, -5.2057, 1.2904], [-1.9909, -4.2203, 0.6046], [-2.6799, -3.1796, -0.0331], [-1.7808, -2.1095, -1.1693], [-0.9139, -0.8850, -0.3040], [0.5177, -1.0235, -0.1068], [1.0552, -0.9173, 1.0134], [1.3406, -1.2061, -1.3715], [0.8260, -0.8757, -2.6351], [1.6080, -1.0254, -3.7802], [2.9354, -1.4396, -3.6723], [3.4726, -1.7358, -2.4131], [2.6859, -1.5935, -1.2694], [-0.8479, -3.0489, -1.7502], [-2.8004, -1.4735, -1.9748], [-4.0709, -3.0840, 0.0799], [-4.7799, -4.0751, 0.7653], [-4.6570, -5.9271, 1.8711], [-2.1536, -6.0209, 1.7635], [-0.9050, -4.2616, 0.5490], [-1.5336, -0.4485, 0.4717], [-0.1775, -0.4503, -2.7140], [1.1625, -0.7914, -4.7475], [3.5464, -1.5167, -4.5708], [4.5118, -2.0461, -2.3154], [3.1200, -1.7483, -0.2771], [-4.5876, -2.2441, -0.3809], [-5.8663, -4.0037, 0.8307], [0.4920, 3.1114, 6.0033], [-0.2843, 3.8965, 5.1953], [-1.5478, 3.8734, 5.7109], [0.1784, 5.1794, 5.3272], [-0.2402, 3.4276, 3.7770], [-1.4424, 3.1611, 3.1201], [-1.4268, 2.6405, 1.8473], [-0.1939, 2.4673, 1.1610], [-0.2217, 1.8945, -0.1287], [0.9301, 1.9103, -0.9693], [0.7809, 2.3247, -2.3132], [1.8911, 2.4270, -3.1319], [3.1672, 2.1410, -2.6277], [3.3222, 1.6930, -1.3153], [2.2118, 1.5059, -0.5097], [1.0121, 2.8872, 1.8193], [0.9919, 3.2637, 3.1481], [-2.3845, 3.3533, 3.6098], [-2.3582, 2.3756, 1.3466], [-1.2021, 1.7172, -0.5841], [-0.2266, 2.5641, -2.6692], [1.7605, 2.7375, -4.1699], [4.0411, 2.2634, -3.2681], [4.3116, 1.4660, -0.9246], [2.3042, 1.0144, 0.4558], [1.9783, 2.9211, 1.3016], [1.9210, 3.4863, 3.6785]],
  "mulliken_charge": [-0.377, -0.601, -0.342, -0.021, 1.535, -1.100, 0.380, -0.800, 0.977, 0.198, -1.258, -0.481, -0.697, -0.417, -0.680, -0.766, -0.242, -0.556, 0.366, 0.357, 0.393, 0.665, 0.526, 0.432, 0.408, 0.402, 0.404, 0.370, 0.362, -0.248, 0.820, -0.275, -0.248, 0.489, -0.674, -0.851, 1.335, -1.262, 1.164, -0.381, -0.668, -0.469, -1.161, -0.101, -0.115, -1.353, 0.473, 0.414, 0.418, 0.364, 0.423, 0.415, 0.374, 0.675, 0.608, 0.396]
}


7.
{
  "formula": "C7H16Br3N2O",
  "method": "ωB97M-V with the def2-TZVPD basis set",
  "molar_mass_g_mol": 383.930,
  "charge": 1,
  "orbital_gap_ev": 9.64,
  "homo_ha": -0.473,
  "elements": ["C", "N", "C", "C", "C", "O", "C", "C", "N", "H", "H", "H", "H", "H", "H", "H", "H", "H", "H", "H", "H", "H", "H", "H", "C", "Br", "Br", "Br", "H"],
  "positions_angstrom": [[-1.9291, 2.3998, 0.9522], [-0.5981, 1.8556, 0.7075], [-0.3950, 0.4929, 1.1519], [-0.3709, -0.5834, 0.0594], [0.8898, -0.7695, -0.7830], [1.0898, 0.1225, -1.8598], [0.0536, 1.0341, -2.1488], [-1.3206, 0.3853, -2.1413], [-1.5560, -0.4474, -0.8871], [-2.6620, 2.0072, 0.2373], [-1.9152, 3.4783, 0.8081], [-2.3004, 2.1911, 1.9632], [0.1045, 2.4681, 1.0948], [0.5651, 0.3874, 1.6626], [-1.1643, 0.2073, 1.8837], [-0.5138, -1.5356, 0.5754], [0.8889, -1.7892, -1.1842], [1.7364, -0.6877, -0.0961], [0.2328, 1.3969, -3.1604], [0.0678, 1.8744, -1.4553], [-2.0900, 1.1533, -2.1814], [-1.4503, -0.2908, -2.9841], [-1.8247, -1.3854, -1.1811], [-2.3497, -0.0712, -0.3676], [3.4180, -2.7737, 1.7485], [4.6319, -3.8230, 2.7839], [1.6881, -3.6177, 1.6136], [3.2585, -0.9836, 2.4423], [3.8147, -2.6961, 0.7459]],
  "mulliken_charge": [-0.969, -0.193, -0.896, 0.065, -0.412, -0.390, -0.398, -0.663, -0.137, 0.249, 0.355, 0.329, 0.306, 0.241, 0.378, 0.390, 0.330, 0.121, 0.397, 0.313, 0.362, 0.397, 0.423, 0.372, -0.310, 0.000, -0.027, -0.032, 0.400]
}


8.
{
  "formula": "C18H35Br9O27S7",
  "method": "ωB97M-V with the def2-TZVPD basis set",
  "molar_mass_g_mol": 1627.056,
  "spin_multiplicity": 2,
  "charge": -1,
  "orbital_gap_ev": [2.56, 6.93],
  "homo_ha": [-0.053, -0.213],
  "elements": ["O", "S", "O", "O", "C", "C", "C", "H", "H", "H", "H", "H", "H", "H", "H", "C", "Br", "Br", "Br", "H", "C", "Br", "Br", "Br", "H", "C", "Br", "Br", "Br", "H", "C", "C", "O", "S", "O", "O", "O", "H", "H", "H", "H", "C", "C", "O", "S", "O", "O", "O", "H", "H", "H", "H", "C", "C", "O", "S", "O", "O", "O", "H", "H", "H", "H", "C", "C", "O", "S", "O", "O", "O", "H", "H", "H", "H", "C", "C", "O", "S", "O", "O", "O", "H", "H", "H", "H", "C", "C", "O", "S", "O", "O", "O", "H", "H", "H", "H"],
  "positions_angstrom": [[3.6036, -6.1481, 5.3823], [3.0356, -5.2454, 6.3978], [3.7611, -4.9190, 7.6416], [2.6520, -3.8075, 5.6189], [2.5918, -2.5697, 6.2046], [1.3905, -1.6711, 5.7356], [1.3115, -5.7621, 6.7731], [3.5187, -2.0018, 6.1246], [2.5173, -2.7516, 7.2767], [0.5392, -2.3403, 5.8605], [1.5448, -1.4071, 4.6894], [1.3512, -0.7478, 6.3136], [1.2455, -6.3489, 7.6893], [0.8630, -6.3042, 5.9407], [0.7262, -4.8761, 7.0192], [1.0743, -4.4557, -3.1517], [0.9125, -3.5656, -1.3107], [-0.3656, -4.1190, -4.3540], [1.2004, -6.4643, -3.0207], [2.0047, -4.0604, -3.5594], [0.5384, 3.8566, 3.6475], [0.8771, 2.0817, 4.4961], [-1.3465, 4.0965, 3.3168], [1.7181, 4.1401, 2.1304], [0.8057, 4.6500, 4.3455], [1.0707, -5.3280, 2.1296], [2.3024, -6.8422, 1.8315], [1.9912, -3.5623, 2.6036], [-0.3923, -5.7417, 3.3488], [0.6313, -5.1065, 1.1570], [-0.6903, 1.1334, -4.3588], [-0.1748, -0.2279, -4.1211], [1.0512, -0.0446, -3.3225], [1.6377, 1.5129, -3.3496], [2.9028, 1.5775, -4.0761], [1.5883, 2.0998, -2.0124], [0.3977, 1.9762, -4.3274], [-1.3097, 1.5525, -3.5659], [-1.1409, 1.2558, -5.3437], [-0.1035, -0.7657, -5.0665], [-0.7475, -0.7717, -3.3699], [1.3934, -0.1487, 0.3448], [0.5585, -0.1352, 1.6463], [-0.8170, -0.0329, 1.3386], [-0.9914, -0.1438, -0.2671], [-1.1305, 1.2142, -0.7830], [-2.0314, -1.1748, -0.6266], [0.5012, -0.7151, -0.5269], [2.2651, -0.8005, 0.4032], [1.6365, 0.8392, -0.0464], [0.9398, 0.6633, 2.2828], [0.6857, -1.0676, 2.1964], [-1.7514, 4.8466, -1.0693], [-0.7329, 5.5763, -1.9607], [-0.4321, 6.7231, -1.2366], [-1.3503, 7.0552, 0.0993], [-2.1630, 8.2814, -0.1542], [-0.6124, 6.7589, 1.3924], [-2.3496, 5.8183, -0.3160], [-1.1798, 4.1756, -0.4281], [-2.4396, 4.3294, -1.7379], [-1.0828, 5.6138, -2.9923], [0.1487, 4.9353, -1.9509], [-5.1848, 3.2974, 0.6741], [-4.0346, 2.3018, 1.0132], [-4.3892, 1.1659, 0.2204], [-4.7029, 1.6195, -1.3094], [-5.8062, 0.7947, -1.8646], [-3.4999, 1.8977, -2.1375], [-5.3644, 3.1036, -0.6710], [-5.0407, 4.3753, 0.7490], [-6.1019, 3.0970, 1.2279], [-4.0913, 1.9844, 2.0544], [-3.0195, 2.6046, 0.7564], [-4.2920, -2.2086, -3.2393], [-5.3096, -3.1168, -3.9669], [-5.2812, -2.6256, -5.3337], [-3.6909, -2.3517, -5.7874], [-3.4909, -1.1606, -6.6479], [-3.0365, -3.6068, -6.2162], [-3.2311, -1.9886, -4.1976], [-3.8602, -2.6484, -2.3403], [-4.7554, -1.2702, -2.9345], [-6.2226, -2.8288, -3.4459], [-5.0324, -4.1694, -3.9098], [5.5868, 1.7726, -2.3602], [6.7997, 2.1055, -1.3929], [6.5254, 1.3088, -0.2878], [4.9089, 0.9137, -0.0622], [4.4218, 1.5804, 1.1911], [4.7096, -0.5148, -0.2872], [4.5084, 1.7180, -1.4482], [5.8217, 0.7981, -2.7882], [5.5274, 2.5986, -3.0690], [6.8396, 3.1800, -1.2141], [7.6390, 1.6841, -1.9461]],
  "lowdin_spin": [0.001, 0.000, 0.000, 0.004, 0.002, 0.006, 0.001, 0.001, 0.000, 0.000, 0.008, 0.000, 0.000, 0.001, 0.000, 0.003, 0.006, 0.001, 0.001, 0.000, 0.000, 0.001, 0.000, 0.000, 0.000, 0.281, 0.179, 0.282, 0.186, 0.007, 0.000, 0.000, 0.000, 0.000, 0.000, 0.000, 0.000, 0.000, 0.000, 0.000, 0.000, 0.003, 0.006, 0.001, 0.000, 0.000, 0.000, 0.000, 0.004, 0.000, 0.000, 0.009, 0.000, 0.000, 0.000, 0.000, 0.000, 0.000, 0.000, 0.000, 0.000, 0.000, 0.000, 0.000, 0.000, 0.000, 0.000, 0.000, 0.000, 0.000, 0.000, 0.000, 0.000, 0.000, 0.000, 0.000, 0.000, 0.000, 0.000, 0.000, 0.000, 0.000, 0.000, 0.000, 0.000, 0.000, 0.000, 0.000, 0.002, 0.001, 0.002, 0.000, 0.000, 0.000, 0.000, 0.000]
}